Computed, not measured: a 14-piece molecular cluster, C46H124N4O14 overall, with ωB97M-V with the def2-TZVPD basis set.

Last column: Mulliken charge in e.
Geometry (Å):
C: -4.61754 -1.86664 3.05197  -0.21
C: -5.57454 -2.87242 3.74881  0.68
C: -7.03294 -2.41902 3.91429  -1.69
O: -5.75563 -4.11785 3.04261  -0.56
H: -3.58286 -2.10804 3.12013  -0.34
H: -4.83894 -0.81344 3.36881  0.47
H: -4.82175 -1.86382 1.93385  0.04
H: -5.11521 -3.17006 4.70976  0.16
H: -7.59539 -3.16642 4.37874  0.44
H: -7.49499 -2.29196 2.88505  0.30
H: -7.17959 -1.48742 4.36488  0.45
H: -4.99807 -4.32587 2.53214  0.20
C: 1.54807 -2.99746 -2.02506  -1.17
C: 0.74935 -4.13717 -1.42550  2.19
C: -0.48890 -4.49263 -2.29871  -1.53
O: 1.71634 -5.16505 -1.29954  -0.68
H: 2.13009 -2.41503 -1.30840  0.05
H: 0.79176 -2.29816 -2.37635  0.11
H: 2.26445 -3.25668 -2.82867  0.46
H: 0.37990 -3.83449 -0.45810  -0.79
H: -1.24574 -3.69906 -2.28761  0.26
H: -1.00887 -5.38446 -1.90061  0.38
H: -0.20648 -4.73204 -3.35379  0.32
H: 1.29612 -5.90394 -0.77391  0.41
C: 2.82037 3.03698 4.35753  -1.68
C: 2.14171 2.47724 3.11871  1.82
C: 2.38340 3.41801 1.91985  -1.35
O: 2.77874 1.17168 2.79123  -0.03
H: 3.85821 3.37237 4.21248  0.36
H: 2.92108 2.22520 5.10197  0.37
H: 2.31517 3.91633 4.73539  0.47
H: 1.06403 2.29911 3.34299  -0.53
H: 2.19185 4.52140 2.19899  0.14
H: 1.74779 3.18467 1.04791  0.42
H: 3.40103 3.40579 1.60588  0.27
H: 2.97201 0.82453 3.68090  -0.32
C: 5.63238 4.78316 -0.88332  -1.79
C: 5.13746 3.44187 -1.08275  0.73
C: 3.61175 3.43255 -1.33832  0.22
O: 5.83704 2.90367 -2.17918  -0.70
H: 5.36387 5.49333 -1.63751  0.38
H: 6.72243 4.72444 -0.97050  0.45
H: 5.47495 5.20766 0.11552  0.31
H: 5.29752 2.82190 -0.21950  0.24
H: 3.17202 4.06841 -0.56181  -0.32
H: 3.19838 2.39740 -1.45009  -0.09
H: 3.58313 3.90338 -2.34325  0.33
H: 5.67979 1.94958 -2.22189  0.38
C: -0.41521 -0.28448 6.83559  -1.47
C: -0.94971 -0.42743 5.38208  1.03
C: -1.20620 0.86610 4.67706  -0.69
O: 0.05425 -1.22430 4.77658  -0.63
H: -1.19333 -0.02454 7.61174  0.37
H: 0.39504 0.46620 6.97640  0.25
H: -0.12872 -1.32379 7.16833  0.32
H: -1.81864 -1.06116 5.50333  0.23
H: -1.78562 1.61768 5.29759  0.43
H: -1.78090 0.57986 3.79987  0.19
H: -0.25879 1.31792 4.44209  -0.27
H: 0.09318 -1.12670 3.79191  0.20
C: -1.25359 -1.35855 0.78084  -0.60
C: 0.16314 -0.80445 0.71471  1.24
C: 0.30247 0.55672 0.08765  -0.98
O: 0.59379 -0.73688 2.06598  0.36
H: -1.45055 -2.15029 1.48855  -0.47
H: -1.56864 -1.81043 -0.18909  0.14
H: -1.91228 -0.48851 0.93272  0.56
H: 0.81327 -1.49472 0.24964  -0.69
H: 1.29142 0.90840 0.33376  0.13
H: -0.45321 1.24199 0.52448  0.35
H: 0.18129 0.52320 -1.04671  0.07
H: 1.28274 -0.10150 2.21875  -0.39
C: 4.30708 -1.41309 4.17161  -1.52
C: 3.23246 -1.61652 5.29082  1.82
C: 3.78913 -1.88615 6.70330  -1.67
O: 2.47671 -0.39628 5.28889  -0.36
H: 5.05546 -2.13517 4.04346  0.52
H: 4.90988 -0.48275 4.41090  0.25
H: 3.83134 -1.16969 3.25289  0.23
H: 2.55040 -2.48899 5.04168  -0.36
H: 3.02414 -2.06071 7.51866  0.33
H: 4.21655 -0.96436 7.10219  0.34
H: 4.46275 -2.69292 6.77385  0.42
H: 1.57870 -0.76287 5.14267  0.22
C: -1.42613 1.70039 -4.34306  0.10
C: -1.87032 0.59310 -5.21468  0.70
C: -1.49939 -0.77978 -4.57065  -1.45
O: -3.28072 0.78364 -5.43824  -0.60
H: -0.55454 1.40672 -3.76448  0.13
H: -2.16516 1.92986 -3.59294  -0.53
H: -1.18696 2.64073 -4.87978  -0.19
H: -1.44708 0.57639 -6.19571  0.31
H: -1.89021 -1.63156 -5.15325  0.49
H: -1.88942 -0.87408 -3.57500  0.20
H: -0.42501 -0.94843 -4.47314  0.34
H: -3.54817 0.10677 -6.03051  0.33
C: -4.85997 -7.21872 1.60497  -1.50
C: -3.82009 -6.40216 0.85211  0.50
C: -4.40292 -5.71987 -0.30836  -1.03
O: -3.19013 -5.43170 1.71206  -0.27
H: -5.77212 -6.64738 1.79668  0.25
H: -4.39065 -7.51233 2.53436  0.36
H: -5.10492 -8.10140 1.01136  0.44
H: -3.05673 -7.10471 0.54897  0.56
H: -3.57584 -5.15637 -0.80325  0.13
H: -5.11921 -4.95282 -0.03517  0.19
H: -4.92619 -6.47872 -0.95543  0.41
H: -2.19381 -5.34708 1.54903  -0.06
C: -0.07013 8.29163 0.38022  -1.47
C: -0.10304 6.80295 0.12931  0.78
C: -0.99266 6.40720 -1.02361  -1.09
O: 1.16262 6.18868 -0.31222  -0.45
H: 0.23783 8.89183 -0.49871  0.32
H: 0.41131 8.59982 1.29676  0.38
H: -1.14546 8.62502 0.44541  0.35
H: -0.43981 6.31988 1.08467  0.21
H: -2.05462 6.66128 -0.91865  0.53
H: -0.88668 5.29577 -1.18071  0.01
H: -0.66272 6.89467 -1.98767  0.28
H: 1.82342 5.98957 0.36648  0.16
C: 3.76828 1.24065 -4.40383  -1.08
C: 4.23189 -0.22011 -4.15035  -0.10
C: 4.26500 -0.64447 -2.69686  -0.09
O: 5.33827 0.06820 -2.05477  -0.55
C: 5.45423 -0.19395 -0.63725  -0.66
N: 3.42859 -1.19350 -4.84956  -0.56
H: 3.70704 1.45201 -5.45337  0.51
H: 4.41353 1.99380 -3.90622  0.27
H: 2.69349 1.41735 -4.06254  0.01
H: 5.22480 -0.21993 -4.47367  0.35
H: 4.38248 -1.71836 -2.60497  0.67
H: 3.22303 -0.38338 -2.30981  -0.13
H: 4.62146 0.34060 -0.05575  0.05
H: 6.36867 0.27707 -0.33222  0.37
H: 5.53917 -1.27382 -0.41769  0.38
H: 3.54027 -1.02311 -5.80345  0.27
H: 3.92125 -2.13705 -4.69664  0.28
C: 1.21689 -6.24219 3.66557  -1.44
C: 1.45481 -5.25609 2.41619  0.67
C: 0.64201 -4.04954 2.62483  0.63
O: -0.80134 -4.41183 2.63784  0.65
C: -1.41322 -3.89711 3.75654  -0.50
N: 2.85683 -4.90158 2.28148  -0.61
H: 1.40774 -7.28562 3.38141  0.45
H: 0.15142 -6.17551 3.94165  0.21
H: 1.84536 -5.91556 4.49101  0.36
H: 1.02553 -5.75817 1.55309  -0.09
H: 0.82410 -3.30411 1.83182  -0.99
H: 0.91073 -3.60516 3.57803  0.10
H: -2.42483 -4.31818 3.82542  0.10
H: -1.46656 -2.83036 3.69707  -0.15
H: -0.91744 -4.19770 4.75920  0.32
H: 3.33943 -5.78776 2.23372  0.30
H: 3.05594 -4.45013 1.38614  0.20
C: -5.11443 -0.56852 -1.18070  -1.61
C: -5.75894 0.46878 -2.07837  0.53
C: -5.04037 1.83181 -1.96531  0.29
O: -4.97952 2.21687 -0.64266  -0.36
C: -4.35968 3.48982 -0.57818  -0.74
N: -5.87554 -0.03599 -3.47402  -0.77
H: -4.04179 -0.69326 -1.29224  0.06
H: -5.54114 -1.52159 -1.29702  0.58
H: -5.28626 -0.31537 -0.12676  0.35
H: -6.76979 0.65502 -1.76785  0.45
H: -5.48829 2.63042 -2.55049  0.45
H: -4.03985 1.78193 -2.41259  -0.64
H: -3.42893 3.44524 -1.13006  0.21
H: -4.19558 3.72944 0.44850  0.34
H: -4.99691 4.29680 -0.94395  0.34
H: -5.07357 0.23289 -4.02315  0.21
H: -6.65093 0.37709 -3.98840  0.31
C: 0.19976 2.98576 -7.38161  -1.53
C: 0.88905 4.34567 -7.16548  0.20
C: 0.48020 4.84923 -5.79535  -0.66
O: 1.07458 4.01920 -4.82516  0.20
C: 0.79623 4.59016 -3.54204  -1.40
N: 2.35249 4.40334 -7.41857  -0.78
H: 0.37521 2.15304 -6.74541  0.16
H: 0.40538 2.66722 -8.40545  0.42
H: -0.86519 3.11733 -7.33733  0.45
H: 0.56276 5.00435 -7.92041  0.54
H: -0.62371 4.84373 -5.74033  0.28
H: 0.86257 5.91549 -5.64303  0.35
H: 1.05654 3.87649 -2.77343  0.06
H: -0.26790 4.82468 -3.32743  0.46
H: 1.33375 5.50155 -3.50345  0.63
H: 2.66044 5.37430 -7.32725  0.31
H: 2.78162 3.96038 -6.57506  0.29

Output
LUMO energy, eV: 0.391
Relative energy (zero: lowest compared OMol25 entry of this formula, charge and spin), kcal/mol: 64.4
Molecular weight, g mol⁻¹: 957.51
HOMO energy, hartree: -0.33642

=====

Computed, not measured: C2H4O3S2 as an isolated structure, with ωB97M-V with the def2-TZVPD basis set.

Last column: natural (NBO) charge in e.
Geometry (Å):
C: -0.67283 0.79734 0.22908  0.53
C: 0.26384 -0.27726 -0.18347  -0.75
O: -4.17582 -0.61291 0.68311  -0.84
O: -2.60760 -0.74341 -1.14233  -0.90
O: -1.61635 0.58504 0.95792  -0.57
S: -0.55795 2.55516 -0.21168  -0.16
S: -3.41528 0.11783 -0.30290  1.70
H: 0.23364 3.48108 0.02855  0.18
H: -0.37858 -0.87808 -0.81626  0.29
H: 0.52877 -0.98329 0.65302  0.27
H: 1.21661 0.02793 -0.83354  0.25

Output
LUMO energy, eV: -0.997
Relative energy (zero: lowest compared OMol25 entry of this formula, charge and spin), kcal/mol: 49.5
Molecular weight, g mol⁻¹: 140.19
HOMO energy, hartree: -0.37026